The following is a quantum chemistry calculation of a cluster of 7 separate species, C27H27Cl6N5 in total in a non-equilibrium geometry, from OMol25.

Results
Energy above the lowest of the compared OMol25 structures with the same formula, charge and spin (eV): 0.000
DFT total energy (Eh): -4079.55714
<S²>: 0.76
2S+1: 2
Charge: +1
Frontier orbital gap (spin up / spin down) (eV): 6.4 / 2.5
HOMO level (spin up / spin down) (eV): -11.139 / -11.139

Geometry as XYZ:
```
65
C27H27Cl6N5 | OMol25 | ωB97M-V with the def2-TZVPD basis set
H 12.434 1.011 17.262
H 14.187 -3.907 11.720
H 10.725 -5.505 19.917
C 14.497 -2.921 21.297
C 16.213 0.488 16.910
H 10.610 -2.959 19.229
H 11.057 -7.992 20.231
C 13.691 -3.281 12.462
H 16.382 -3.727 18.615
H 14.208 -5.503 17.532
H 13.275 -0.146 15.244
C 15.566 -3.289 19.171
C 12.475 -5.286 18.699
H 11.053 -3.659 21.457
Cl 14.368 -3.878 13.984
H 6.276 -9.694 20.824
Cl 11.450 -5.422 15.442
H 8.477 -1.916 18.704
H 7.898 -8.382 22.217
C 13.515 -6.025 18.175
C 9.862 -2.914 20.007
N 9.055 -3.326 22.262
H 8.742 -6.181 21.311
H 13.002 -1.037 19.030
C 15.415 -3.616 20.478
H 16.005 -4.407 20.917
Cl 9.464 -3.870 16.996
C 11.759 -7.346 19.725
C 8.591 -2.379 19.673
H 14.646 -2.188 17.563
H 8.346 -5.625 18.988
N 15.789 1.156 17.962
H 14.353 -3.266 22.310
C 13.974 0.100 16.030
Cl 11.935 -3.625 12.414
C 7.597 -2.298 20.640
C 7.821 -6.460 19.429
C 7.849 -2.849 21.949
C 10.045 -3.294 21.325
C 14.441 1.276 18.045
H 15.786 -0.425 14.954
N 13.643 -1.981 20.761
C 13.654 -7.408 18.379
N 12.746 -8.016 19.184
C 14.628 -2.438 18.614
H 10.299 -3.496 14.771
C 7.540 -7.998 21.274
N 6.230 -8.256 19.317
C 8.059 -6.801 20.750
H 7.132 -2.835 22.757
C 13.664 -1.804 19.406
C 11.533 -6.021 19.419
Cl 13.903 -1.493 12.228
C 15.365 0.002 15.852
C 6.856 -7.221 18.753
H 6.719 -1.715 20.406
H 6.620 -6.947 17.735
C 6.621 -8.718 20.515
H 14.483 -7.921 17.915
C 13.483 0.781 17.148
C 10.720 -3.785 15.734
H 14.136 1.842 18.912
H 17.270 0.496 16.686
Cl 12.065 -2.632 16.153
H 12.386 -4.240 18.446
```